The following is a quantum chemistry calculation of a structure of composition C38H97CrF6N7O12P at a distorted geometry, from the Open Molecules 2025 dataset.

Structure (XYZ):
```
162
Properties=species:S:1:pos:R:3:lowdin_charge:R:1
Cr -0.6853 3.1062 0.8229 0.833
P -0.0116 0.0526 -0.2122 0.345
F -1.4212 0.7138 -0.8287 -0.153
F -0.9470 -1.1005 0.5595 -0.168
F 0.1378 -0.8202 -1.5659 -0.127
F 1.3645 -0.4986 0.5033 -0.163
F 0.9215 1.1753 -0.9907 -0.162
F -0.1609 1.0977 1.0165 -0.182
C -0.6816 -4.7167 0.7250 -0.088
O -0.8753 -5.3653 -0.5485 -0.206
C -1.8924 -4.9341 -1.4139 -0.210
C -1.8560 -5.7499 -2.7758 -0.197
N -2.8395 -5.3009 -3.7205 -0.084
C -4.1697 -5.8091 -3.5194 -0.199
C -4.9037 -5.9929 -4.8897 -0.202
O -6.2313 -6.4902 -4.7244 -0.190
C -6.9535 -6.8322 -5.9138 -0.105
H -1.6402 -4.4974 1.1954 0.084
H -0.1378 -3.7919 0.5325 0.059
H -0.1762 -5.3622 1.4433 0.075
H -1.7643 -3.8751 -1.6379 0.109
H -2.8535 -5.0691 -0.9177 0.114
H -1.9833 -6.7982 -2.5057 0.113
H -0.8593 -5.6208 -3.1979 0.119
H -2.4952 -5.6857 -4.5886 0.105
H -4.8288 -5.2048 -2.8961 0.113
H -4.0461 -6.7544 -2.9909 0.113
H -4.4060 -6.7726 -5.4661 0.115
H -4.8368 -5.0912 -5.4985 0.122
H -8.0089 -7.0949 -5.8410 0.088
H -6.4828 -7.6785 -6.4141 0.079
H -6.9130 -6.1006 -6.7208 0.079
C 2.5782 2.5365 0.8385 -0.056
O 1.3971 3.3119 0.7065 -0.291
C 1.7136 4.7467 0.8410 -0.100
C 0.5417 5.6053 0.2969 -0.205
N -0.6912 5.3482 0.9671 -0.086
C -1.8149 6.1309 0.3569 -0.121
C -1.6188 7.6664 0.2139 -0.208
O -0.8348 7.9640 -0.9242 -0.190
C -0.6220 9.3581 -0.9303 -0.102
H 3.3133 2.7232 0.0557 0.107
H 2.2773 1.4898 0.8828 0.069
H 2.9944 2.7099 1.8309 0.098
H 2.4968 5.0475 0.1452 0.120
H 1.9740 5.0306 1.8606 0.140
H 0.4039 5.3774 -0.7601 0.122
H 0.8877 6.6371 0.2368 0.136
H -0.5136 5.7515 1.8759 0.133
H -2.6496 5.9559 1.0357 0.117
H -1.9731 5.7328 -0.6454 0.121
H -1.1634 7.9644 1.1583 0.125
H -2.5636 8.2097 0.1957 0.132
H -0.1072 9.6539 -1.8444 0.091
H -0.1100 9.7347 -0.0448 0.098
H -1.5772 9.8798 -0.9892 0.093
C 3.2705 -1.0694 -5.5610 -0.092
O 3.6851 0.1746 -4.9609 -0.216
C 2.7452 0.6922 -3.9695 -0.161
C 3.7154 1.4617 -2.9820 -0.157
N 3.9321 2.9072 -3.2699 -0.057
C 2.7537 3.7281 -3.2050 -0.215
C 3.0991 5.2080 -2.8474 -0.192
O 1.8889 5.9684 -2.8505 -0.206
C 2.0870 7.3397 -2.7326 -0.119
H 2.2815 -0.8815 -5.9789 0.085
H 3.1274 -1.9155 -4.8888 0.061
H 4.0106 -1.3875 -6.2954 0.091
H 2.1404 -0.0494 -3.4476 0.092
H 2.0259 1.2474 -4.5714 0.115
H 4.7102 1.0170 -2.9581 0.116
H 3.3505 1.3285 -1.9635 0.078
H 4.3699 3.0323 -4.1714 0.117
H 2.1595 3.4318 -2.3406 0.091
H 2.1143 3.6728 -4.0861 0.121
H 3.8406 5.6195 -3.5321 0.123
H 3.5565 5.2450 -1.8587 0.105
H 1.1051 7.8127 -2.7136 0.073
H 2.6653 7.6944 -3.5858 0.096
H 2.6124 7.6358 -1.8247 0.090
C 6.7760 0.5299 3.8543 -0.083
O 5.3784 0.2217 3.7817 -0.205
C 4.9943 -1.1763 3.9580 -0.187
C 3.4792 -1.3272 3.8100 -0.200
N 3.0049 -2.6804 4.0872 -0.066
C 1.5472 -2.6806 3.7989 -0.163
C 0.9903 -4.0878 4.2336 -0.177
O 1.2485 -4.3672 5.6500 -0.201
C 1.2687 -5.7604 5.9985 -0.086
H 6.9691 1.5941 3.7190 0.093
H 7.3073 0.0304 3.0441 0.082
H 7.1372 0.0963 4.7868 0.088
H 5.3502 -1.5296 4.9258 0.127
H 5.4679 -1.8220 3.2184 0.097
H 3.0890 -0.9287 2.8735 0.113
H 3.0742 -0.7093 4.6114 0.125
H 3.0190 -2.8255 5.0866 0.121
H 1.3882 -2.5250 2.7318 0.103
H 0.9487 -1.9560 4.3511 0.122
H 1.5225 -4.8837 3.7127 0.092
H -0.0533 -4.1260 3.9212 0.117
H 0.3167 -6.2895 6.0423 0.092
H 1.6589 -5.7551 7.0163 0.093
H 1.9604 -6.3092 5.3595 0.079
C 0.5265 2.4087 4.1049 -0.021
O -0.5167 2.6930 3.0837 -0.261
C -1.7586 2.0674 3.5551 -0.183
C -2.9720 2.6056 2.8171 -0.108
N -2.5875 2.3647 1.3567 -0.119
C -3.5884 3.0892 0.5186 -0.136
C -3.1135 3.1177 -0.9649 -0.160
O -1.7092 3.3824 -1.0158 -0.307
C -1.2392 3.3205 -2.3324 -0.053
H 0.3435 3.0829 4.9416 0.095
H 1.5078 2.7572 3.7829 0.084
H 0.5260 1.3990 4.5156 0.094
H -1.9260 2.1515 4.6289 0.132
H -1.6577 0.9952 3.3871 0.129
H -3.1586 3.6576 3.0326 0.129
H -3.8407 2.0306 3.1376 0.136
H -2.8504 1.4190 1.1186 0.053
H -3.7678 4.0692 0.9609 0.103
H -4.4939 2.5047 0.6812 0.124
H -3.7763 3.7359 -1.5704 0.141
H -3.4259 2.1599 -1.3810 0.115
H -0.1684 3.1804 -2.1848 0.085
H -1.4787 4.2249 -2.8917 0.114
H -1.6469 2.4668 -2.8739 0.111
C 5.3957 -5.1396 0.2523 -0.023
C 4.7713 -4.0452 1.1269 -0.339
C 3.4905 -3.4777 0.4873 -0.099
O 3.6922 -3.4436 -0.9844 -0.163
C 2.6699 -2.7267 -1.5966 -0.105
N 4.5899 -4.4939 2.4578 0.342
H 4.7542 -5.9860 0.0067 0.098
H 6.2281 -5.6064 0.7788 0.091
H 5.7403 -4.7765 -0.7160 0.099
H 5.5346 -3.2691 1.1822 0.162
H 3.3980 -2.4456 0.8253 0.115
H 2.6083 -4.0396 0.7939 0.128
H 2.7470 -2.8588 -2.6758 0.093
H 2.7600 -1.6668 -1.3589 0.076
H 1.6821 -3.0618 -1.2804 0.085
H 4.2490 -5.4311 2.6174 0.156
H 4.1228 -3.9406 3.1619 0.078
C -4.3617 -1.9287 -0.7612 -0.049
C -4.7261 -0.6233 -0.0206 -0.392
C -6.0892 -0.7051 0.7271 -0.211
O -6.1105 -1.7936 1.6377 -0.153
C -7.3396 -1.6754 2.3462 -0.108
N -3.6174 -0.3889 0.8998 0.053
H -3.4661 -1.7700 -1.3618 0.072
H -5.1322 -2.2469 -1.4634 0.086
H -4.1087 -2.7174 -0.0526 0.077
H -4.8201 0.1698 -0.7624 0.124
H -6.8501 -0.6932 -0.0533 0.133
H -6.1285 0.2606 1.2312 0.109
H -8.2167 -2.0043 1.7888 0.093
H -7.5538 -0.6571 2.6706 0.083
H -7.3948 -2.2667 3.2602 0.090
H -3.7781 -1.0910 1.6079 0.088
H -2.7598 -0.6944 0.4623 0.024
```

The total charge is +2. The multiplicity is 6. The value obtained for the frontier orbital gap (spin up / spin down) is 8.2 / 3.1 eV.